# 1
Molecular formula: C23H30N4O5S2
Method: DFT, ωB97M-V/def2-TZVPD

Each line ends with the Löwdin charge.
Cartesian coordinates (Å):
1 C 8.5916 2.1521 -0.3870  -0.083
2 C 8.2528 1.1490 0.7219  -0.248
3 N 7.0036 0.4304 0.5842  -0.184
4 C 6.9035 -0.4216 -0.5819  -0.189
5 C 5.8597 -1.5119 -0.3154  -0.128
6 C 4.5867 -0.8782 0.1610  -0.206
7 C 4.6034 0.4022 0.6168  -0.438
8 S 3.0294 1.0013 1.0553  1.191
9 C 2.3419 -0.5083 0.6031  -0.422
10 N 0.9979 -0.7348 0.6937  0.113
11 C 0.1453 0.2145 1.1548  -0.422
12 O 0.5592 1.3094 1.5047  -0.012
13 C -1.2912 -0.1633 1.2173  -0.105
14 C -1.8215 -1.2812 0.5734  0.011
15 C -3.1737 -1.5572 0.6821  -0.053
16 C -3.9875 -0.7241 1.4264  -0.261
17 S -5.7486 -1.0741 1.5270  0.670
18 O -5.9322 -2.4748 1.2906  -0.276
19 O -6.2452 -0.4877 2.7353  -0.276
20 N -6.4843 -0.2788 0.2730  -0.221
21 C -6.3169 -0.7905 -1.0657  -0.132
22 C -5.2262 -0.0226 -1.8279  -0.373
23 C -5.1704 -0.4354 -3.2914  -0.022
24 O -5.4909 1.3674 -1.7792  -0.072
25 C -5.5250 1.8694 -0.4552  -0.372
26 C -5.7728 3.3687 -0.5318  -0.022
27 C -6.6236 1.1557 0.3473  -0.132
28 C -3.4762 0.3831 2.0771  -0.050
29 C -2.1277 0.6648 1.9670  0.014
30 C 3.2690 -1.4398 0.1669  -0.112
31 C 2.8110 -2.7880 -0.1775  -0.465
32 N 3.7471 -3.7442 -0.3608  0.189
33 O 1.6161 -3.0669 -0.2920  0.022
34 C 5.8209 1.2556 0.7213  -0.201
35 H 9.5568 2.6069 -0.1814  0.070
36 H 8.6439 1.6561 -1.3534  0.066
37 H 7.8470 2.9425 -0.4394  0.063
38 H 8.2176 1.6719 1.6818  0.114
39 H 9.0477 0.3991 0.7793  0.113
40 H 7.8755 -0.8841 -0.7653  0.125
41 H 6.6101 0.1415 -1.4843  0.132
42 H 5.6908 -2.0755 -1.2360  0.116
43 H 6.2534 -2.1826 0.4552  0.123
44 H 0.7441 -1.6806 0.3773  0.108
45 H -1.2001 -1.9347 -0.0198  0.116
46 H -3.6099 -2.4233 0.2097  0.119
47 H -6.0776 -1.8494 -0.9786  0.122
48 H -7.2695 -0.6783 -1.5965  0.142
49 H -4.2506 -0.2132 -1.3443  0.139
50 H -6.1246 -0.2276 -3.7671  0.085
51 H -4.9508 -1.4958 -3.3716  0.084
52 H -4.3992 0.1329 -3.8031  0.084
53 H -4.5477 1.6726 0.0218  0.139
54 H -6.7233 3.5585 -1.0223  0.085
55 H -5.7908 3.7948 0.4669  0.084
56 H -4.9850 3.8410 -1.1112  0.084
57 H -6.5935 1.4284 1.4013  0.122
58 H -7.6016 1.4261 -0.0675  0.142
59 H -4.1380 0.9946 2.6698  0.119
60 H -1.6931 1.5232 2.4568  0.124
61 H 4.7103 -3.6007 -0.1240  0.078
62 H 3.4198 -4.6804 -0.5350  0.118
63 H 5.8499 1.7493 1.6975  0.127
64 H 5.7632 2.0471 -0.0510  0.124

As for the net charge: 0. As for the SMILES: CCN1CCc2c(sc(NC(=O)c3ccc(S(=O)(=O)N4C[C@@H](C)O[C@@H](C)C4)cc3)c2C(N)=O)C1. For the energy, the calculation gives -62207.5098 eV. The gap between HOMO and LUMO is 7.81 eV. As for the energy relative to the best compared isomer or geometry (same formula, charge and spin): 0.00 kcal/mol.



# 2
Molecular formula: C22H28N6O3S2
Method: DFT, ωB97M-V/def2-TZVPD

Each line ends with the Löwdin charge.
Cartesian coordinates (Å):
1 C -0.3541 -4.1421 0.5301  -0.085
2 C -0.4719 -2.7971 -0.1727  -0.217
3 C -1.7683 -2.0678 0.2027  -0.285
4 C -1.7804 -0.7270 -0.4613  -0.268
5 N -1.5751 -0.5414 -1.7351  0.094
6 N -1.7219 0.7642 -2.0128  0.010
7 C -2.0294 1.3665 -0.8929  -0.616
8 S -2.3244 3.0716 -0.7145  1.019
9 C -1.3015 3.6698 -2.1051  -0.329
10 C 0.1522 3.5840 -1.6661  -0.537
11 O 0.7287 4.5274 -1.1767  0.066
12 N 0.6788 2.3392 -1.8384  0.142
13 C 1.8848 1.8548 -1.3337  -0.193
14 C 2.9026 2.6939 -0.8816  0.000
15 C 4.0793 2.1607 -0.3861  -0.058
16 C 4.2582 0.7887 -0.3251  -0.074
17 C 3.2405 -0.0311 -0.7700  -0.298
18 S 3.4583 -1.7913 -0.6253  0.624
19 N 2.9369 -2.0318 0.9699  -0.044
20 O 2.5407 -2.4883 -1.4739  -0.291
21 O 4.8565 -2.1064 -0.6914  -0.296
22 C 2.0629 0.4709 -1.2750  0.009
23 N -2.0854 0.4727 0.1364  0.019
24 C -2.1099 0.8412 1.5337  -0.087
25 C -0.7565 1.4158 1.8884  -0.213
26 C 0.3615 0.5905 1.8850  -0.027
27 C 1.6210 1.1151 2.1081  -0.079
28 C 1.7755 2.4737 2.3251  -0.080
29 C 0.6658 3.3009 2.3352  -0.065
30 C -0.5963 2.7750 2.1199  -0.067
31 N -2.9631 -2.8500 -0.1038  -0.218
32 C -3.1208 -3.1982 -1.5035  -0.084
33 C -4.1628 -2.2324 0.4232  -0.093
34 H 0.5349 -4.6627 0.1829  0.072
35 H -1.2255 -4.7544 0.3173  0.070
36 H -0.2872 -4.0109 1.6091  0.075
37 H 0.3698 -2.1579 0.1017  0.070
38 H -0.4221 -2.9240 -1.2522  0.107
39 H -1.7782 -1.9282 1.2920  0.136
40 H -1.5859 4.7101 -2.2519  0.088
41 H -1.5357 3.0630 -2.9769  0.079
42 H 0.0618 1.6316 -2.2361  0.106
43 H 2.7617 3.7611 -0.9205  0.106
44 H 4.8613 2.8237 -0.0496  0.112
45 H 5.1681 0.3421 0.0410  0.111
46 H 3.7280 -2.1310 1.5872  0.070
47 H 2.3441 -2.8456 1.0284  0.049
48 H 1.3043 -0.2131 -1.6251  0.113
49 H -2.3335 -0.0485 2.1265  0.125
50 H -2.8997 1.5814 1.6857  0.123
51 H 0.2535 -0.4683 1.7017  0.101
52 H 2.4764 0.4573 2.0975  0.089
53 H 2.7596 2.8867 2.4849  0.106
54 H 0.7805 4.3611 2.4990  0.109
55 H -1.4588 3.4244 2.1232  0.097
56 H -2.2922 -3.8255 -1.8193  0.082
57 H -4.0424 -3.7683 -1.6092  0.086
58 H -3.1667 -2.3215 -2.1619  0.079
59 H -4.4275 -1.2871 -0.0759  0.090
60 H -4.0374 -2.0418 1.4895  0.084
61 H -4.9936 -2.9254 0.2983  0.085

As for the net charge: 0. As for the SMILES: CC[C@@H](c1nnc(SCC(=O)Nc2cccc(S(N)(=O)=O)c2)n1Cc1ccccc1)N(C)C. For the energy, the calculation gives -60022.4839 eV. The gap between HOMO and LUMO is 9.06 eV. As for the energy relative to the best compared isomer or geometry (same formula, charge and spin): 0.00 kcal/mol.



# 3
Molecular formula: C3H7NO
Method: DFT, ωB97M-V/def2-TZVPD

Each line ends with the Löwdin charge.
Cartesian coordinates (Å):
1 C 1.2326 0.0186 0.6171  -0.142
2 N 1.2699 0.7181 -0.4146  -0.054
3 C 1.1765 -0.1409 -1.7143  -0.112
4 H 1.2709 0.3515 1.6749  0.076
5 H 1.2299 -1.0597 0.6385  0.063
6 H 1.7581 -1.0536 -1.7227  0.058
7 H 1.5944 0.4872 -2.5063  0.057
8 H 0.1619 -0.3974 -2.0184  0.062
9 C -2.4322 0.3014 1.3828  -0.146
10 O -2.3009 -0.6104 2.1470  -0.008
11 H -3.3224 0.9107 1.3288  0.069
12 H -1.6388 0.4745 0.5873  0.077

As for the net charge: 0. As for the SMILES: C=NC.C=O. For the energy, the calculation gives -6759.7986 eV. The gap between HOMO and LUMO is 10.87 eV. As for the energy relative to the best compared isomer or geometry (same formula, charge and spin): 68.07 kcal/mol.



- What is the gap between HOMO and LUMO in the second record?
  9.06 eV